--- one ---
Computed, not measured: a molecular structure, B7CaH28, with wB97M-V/def2-TZVPD.

Positions of all 36 atoms, in Å:
H 3.54476 -0.93978 1.47289
H -2.13138 -0.07607 -2.93257
B -0.61937 -0.68797 3.20107
H 2.44560 0.13854 2.73174
H -0.71466 -4.19830 -0.78061
H 2.26204 -1.06369 -3.54839
H 1.44061 1.73837 -0.59617
H -1.05806 0.01532 -1.30728
H -0.17153 -1.42524 2.44356
B -1.61925 0.67554 -2.12587
H -1.72156 -0.39152 2.87976
B -0.53804 -3.08612 -1.26478
H -0.69655 -1.15319 4.31867
H -0.09418 0.33869 3.14811
H 1.15476 2.06055 1.27429
H 0.57253 -3.02923 -1.69610
H -3.03883 1.94998 0.38620
B 2.06940 -0.02979 -2.93061
H 1.18415 -0.25554 -2.12051
B -2.65385 1.14669 1.18087
H -1.32485 -2.87982 -2.14653
H -0.83061 1.33493 -2.74107
B 0.94871 2.40467 0.20018
H -0.73178 -2.28580 -0.37458
H -0.18095 2.27837 0.06080
H -3.51405 0.57108 1.81212
H -2.16343 0.29753 0.55574
H 1.64366 -1.17386 1.51447
H -2.46676 1.38947 -1.67656
H 3.09615 0.32686 -2.40114
H 1.75418 0.81380 -3.74008
H 2.32065 0.34309 0.77210
Ca -0.09997 0.14037 0.75003
H 1.32071 3.55416 0.09385
B 2.47979 -0.38455 1.65298
H -1.86802 1.54248 1.93343

Output
**E_HOMO**: 6.6 eV
**Net charge**: -5
**Gap between HOMO and LUMO**: 0.1791 Eh

Mulliken atomic charge list, values in e, 2 entries: -0.3545 -0.3278

--- two ---
Computed, not measured: a molecular structure, B7CaH28, with wB97M-V/def2-TZVPD.

Positions of all 36 atoms, in Å:
H 0.69629 2.31145 0.25942
H -0.87663 -0.77163 2.94778
H -0.28699 2.01787 1.80683
H -3.07334 1.18810 1.12928
H -0.82151 0.60009 -1.87369
H 2.41847 -0.88288 -1.69165
Ca 0.28493 0.19433 0.07721
H 0.02610 -2.31488 3.02868
H -1.52934 -2.12689 2.10754
H -2.56301 -2.58639 -0.84628
B 2.74191 0.34224 0.79310
H -0.52817 2.30223 -1.58732
B 1.63120 -1.61428 -1.78901
B -2.36143 0.69191 0.48800
H -1.80819 0.03272 1.13885
H 1.90367 0.17891 1.45259
H 0.01395 -1.35668 1.60183
B -0.60260 -1.67638 2.42760
H 0.73024 -1.15750 -2.16829
H 0.85057 1.20991 -1.84355
B 0.38646 2.64102 1.23903
H 1.25339 2.83830 1.85039
H 3.46271 0.98455 1.27490
H 1.43397 -1.89081 -0.76487
H -0.13199 1.70482 -3.15267
B -0.17181 1.42840 -2.11044
H -2.06316 -1.10080 -1.67499
H 3.28615 -0.58069 0.66562
H 2.41854 0.73259 -0.15942
H -1.72192 1.47198 0.10487
H -1.22419 -1.56904 -0.22986
H -2.79910 0.21830 -0.37709
H 1.92035 -2.48272 -2.36037
H -1.06728 -2.59933 -1.65879
B -1.72852 -1.95249 -1.10327
H -0.09972 3.57365 0.99803

Output
**E_HOMO**: 7.8 eV
**Net charge**: -5
**Gap between HOMO and LUMO**: 0.1491 Eh

Mulliken atomic charge list, values in e, 2 entries: 0.0067 -0.3694

Short version: two is the least stable of them.

--- one ---
Computed, not measured: 2 unconnected molecules or ions with the total composition C4H8Si, with wB97M-V/def2-TZVPD.

Positions of all 13 atoms, in Å:
H 1.54155 2.64494 1.49063
C -1.73484 -1.04427 -0.08980
H 3.40418 0.82528 1.70489
H 2.23893 -0.31330 0.88697
H -1.38042 -0.86103 -2.30117
H 0.08928 -1.24651 -1.37019
C -0.87547 -0.76114 -1.35031
C 2.41871 0.68275 1.25842
C 1.52416 1.62251 1.17586
H -2.76632 -1.31761 -0.27494
Si -1.17025 0.73680 -0.25949
H -2.04898 1.85336 -0.56039
H -1.28157 -1.69800 0.64052

Output
**E_HOMO (spin up / spin down)**: -8.8 / -7.9 eV
**Gap between HOMO and LUMO (spin up / spin down)**: 0.3040 / 0.2856 Eh

Mulliken atomic charge list, values in e, 2 entries: 0.2727 -0.6264

--- two ---
Computed, not measured: C4H8Si in the gas phase, with wB97M-V/def2-TZVPD.

Positions of all 13 atoms, in Å:
C -1.63018 -0.42548 0.89690
H -2.03984 -1.34677 0.62115
H 2.92034 0.28173 -0.29072
H 0.45911 -1.35458 1.38008
H -2.23655 -0.03280 1.79171
C -0.13776 -0.70372 0.85476
Si 1.72867 0.56035 -1.11280
C -1.42306 0.67167 -0.24201
H -1.81234 1.62323 -0.09248
H 1.59930 -0.22297 -2.41263
C 0.28568 0.12203 -0.06046
H 1.71193 1.96409 -1.52118
H -1.97214 0.24356 -1.09443

Output
**E_HOMO**: -9.8 eV
**Gap between HOMO and LUMO**: 0.3979 Eh

Mulliken atomic charge list, values in e, 2 entries: -0.4576 0.2401

Short version: one is the least stable of them.

--- one ---
Computed, not measured: 8 unconnected molecules or ions with the total composition C28H54O13S3, with wB97M-V/def2-TZVPD.

Positions of all 98 atoms, in Å:
H -3.18242 3.74578 0.24395
H -3.47535 2.03473 2.30296
H -1.67279 -0.09058 -2.45167
H -3.06339 3.72481 2.74684
O -2.67074 -3.80613 -1.23708
H -4.48779 -0.89853 -0.27917
H 3.20872 -3.90579 0.06977
C 1.32736 -2.85690 -0.01909
C -4.93134 -1.43185 1.77454
C -1.47671 0.42383 -1.51092
H -0.70429 4.50368 3.18224
O 5.80185 0.93493 -4.82095
H -6.74278 -0.63537 1.09778
C 3.23762 0.70141 -5.47611
O 1.51648 1.53385 2.83488
C -1.32151 2.48788 2.80772
C 2.06950 3.07085 -1.97440
C 3.57595 -2.11057 -0.99793
S 4.64151 0.12739 -4.43446
H -3.14963 -0.62901 0.79060
H 2.82905 -2.22569 -3.18537
H 2.03332 -0.47084 -3.10224
H 1.31596 -0.40516 5.35587
H 1.14208 2.49814 -1.97559
H 3.60580 1.50813 -6.10996
C 2.87932 -2.86785 0.11749
C -1.12154 -3.83735 0.64103
O -4.17600 -1.49513 2.72266
C 2.19607 1.22099 -4.46363
H -6.44956 -0.21838 2.73999
O 1.84552 5.08979 -0.70885
O 1.52033 -4.23733 -2.15432
C 0.63402 0.58963 -0.83838
H -3.10020 -6.00526 0.88894
H -1.32939 -3.50606 1.65845
H -0.58337 -4.77407 0.78615
O -0.30917 1.14012 -1.59633
H -1.24795 2.24477 3.86772
C -1.30144 -0.64416 -0.37220
C -4.38068 -1.71661 0.43315
H 3.86072 -1.14814 -0.57278
H 2.84919 2.33664 -1.77165
S 1.12055 -2.88114 -1.83638
H -4.39376 -5.28502 0.16221
H -3.68585 -4.80230 1.78050
H -1.73962 -1.10880 1.75294
H 4.52520 -2.60783 -1.19732
H -1.01966 0.56559 2.68100
C 2.75291 3.22685 0.55218
C 3.92473 0.69531 -2.76033
C -2.73692 2.83157 2.21425
H -2.25887 1.14900 -1.28620
C -6.37577 -1.04841 2.03735
C -2.44340 -4.22599 -0.07920
H -2.23506 2.36904 0.17724
C 2.40864 0.55155 -3.05784
O -1.03571 5.58461 0.88894
H 2.53000 0.93648 5.15804
H -1.52359 -1.63405 -0.77077
C -3.50324 -5.00581 0.72535
C 0.91085 0.87270 3.71520
O 0.16567 3.67037 -0.15347
H -7.01736 -1.88155 2.32434
O 4.69957 -1.27804 -4.69947
H 2.39306 3.75943 1.43250
H 4.31332 0.00210 -2.01430
H -0.77141 1.68500 2.31692
H 2.17740 -0.92213 -2.38472
H 0.04164 -0.75067 2.78457
H -0.91417 -0.25018 4.22987
H 0.78797 -3.63036 0.52762
C 2.20337 3.91752 -0.66100
C 2.61612 -1.89622 -2.16841
C -0.38967 3.65975 2.56832
O -0.19226 -2.31353 -2.11908
H 1.81464 1.03531 -2.28244
S -0.78724 4.11635 0.84667
H 2.12348 2.30485 -4.37371
H -2.13919 0.55341 1.35214
H 3.81183 2.97908 0.47864
H 2.25151 3.70680 -2.84074
C 1.49253 0.62334 5.04102
H 3.14598 -2.61478 1.14362
H 1.24971 0.76983 -4.76184
C -2.42766 3.22084 0.82950
O 0.11040 -0.48938 -0.14797
C -2.08492 -0.45807 0.94956
H 2.92951 -0.06823 -6.18381
C -0.32831 0.08757 3.37500
H 1.05751 -1.86353 0.33939
H -0.61561 -3.01509 0.13505
H 4.30034 1.70699 -2.60696
H 0.68218 3.56780 2.74378
H 0.86150 1.18788 5.72745
O 1.81221 0.91273 -0.87643
H -3.33244 -1.86394 0.69309
H -4.80003 -2.58390 -0.07681
H 2.32507 2.22867 0.64531

Output
**E_HOMO**: -8.3 eV
**Gap between HOMO and LUMO**: 0.3044 Eh

Mulliken atomic charge list, values in e, 2 entries: 0.6686 0.4502

--- two ---
Computed, not measured: 8 unconnected molecules or ions with the total composition C28H54O13S3, with wB97M-V/def2-TZVPD.

Positions of all 98 atoms, in Å:
O -2.32736 -2.63262 -2.63394
H 1.49141 6.45034 -1.99989
H -5.28950 -0.24222 4.68298
C -3.91278 -2.04935 -4.75633
H 5.66269 -2.34498 -2.62192
C 0.78356 -2.16042 1.22017
H -3.74111 2.03062 1.63843
O 3.46812 -4.13881 1.37058
H 3.53051 -1.02827 0.37733
H -1.78075 -1.14092 1.52983
O -4.17750 -0.80974 1.86964
H -2.08671 -2.10427 0.10572
C 0.00131 -1.34705 0.20086
H 5.36571 0.35745 0.81471
C -2.95066 5.42677 1.52131
C 3.32876 5.45487 -2.45341
H -2.52233 2.80447 2.57645
H 5.48858 -5.69982 1.41278
C 3.88746 5.18878 -1.05197
C 5.19202 0.07894 -0.22625
C 5.44059 -1.43442 -2.07444
H -2.36219 5.65835 0.63430
H -0.30556 0.11800 2.65429
C -0.72917 0.73862 -0.18402
H -0.97484 -0.33443 4.29269
C -1.49059 -1.28170 0.49059
S 2.40260 4.48963 -0.16149
O 3.29117 -0.24225 -3.07480
O 1.82267 5.61775 0.54449
H -5.88650 -2.99795 2.86186
H 2.54669 -6.32414 -0.92055
S 3.66337 -1.13205 -1.98140
H -4.87631 -3.31999 -1.56633
H 1.39399 2.40981 3.04438
H -6.38099 -1.90533 1.57694
H 7.10230 -1.04043 -0.65273
H 4.62334 -6.96401 0.46446
H 4.73371 4.51323 -1.13928
H 5.42546 0.99987 -0.76998
O 0.32367 0.06252 0.33386
O -1.80500 -0.04206 -0.18268
C -3.67418 4.12400 1.27198
H -6.10165 -0.87606 -2.43291
O -3.44533 -4.48430 -3.95204
H 1.60417 3.34354 -2.23454
H -6.90871 -1.56039 3.24831
H 4.14894 6.07512 -0.48038
H -4.27793 -0.00060 -4.27858
H 0.38237 -3.17702 1.18979
H 0.37459 -1.69536 -0.76194
C 6.01979 -1.14347 -0.68930
H -3.57714 -0.11589 4.18052
S -3.41735 -3.14430 -3.42744
H 1.89800 0.77039 2.56838
O 2.70776 3.26529 0.52252
C 2.59348 -5.31902 -0.48998
C -4.77686 -0.95659 -4.10451
C -5.11952 -1.29641 -2.62534
C -4.96293 -2.81837 -2.52621
H 5.75360 -0.57110 -2.66847
H 3.62044 4.65115 -3.13785
H 2.76714 1.50426 3.91266
C -6.10532 -1.95473 2.62840
C -4.44855 -0.76182 4.21668
H -4.59035 -2.62778 -5.38023
H -4.38345 -0.82703 -1.97148
H -3.75725 6.08500 1.83684
H 5.37456 -5.51156 -0.33918
C 1.38556 4.27168 -1.70496
H -3.01784 -1.81729 -5.33153
C 3.71817 -0.28652 -0.40355
H 1.58750 -4.97052 -0.28267
C -0.58166 0.45467 3.65115
H 1.46623 5.49687 -3.49103
C -4.84993 -1.14006 2.82293
H -5.68092 -0.88477 -4.71099
C 4.86582 -5.90988 0.54502
H -4.26770 -1.65727 4.81403
H 3.83141 6.32809 -2.87805
C 1.81218 1.47141 3.40386
C 3.62991 -5.05111 0.60421
C 1.81645 5.51552 -2.45816
O 0.93652 0.59692 5.45267
O 2.90513 -2.36584 -1.78202
H 2.98050 -4.78814 -1.36919
H -5.70078 -3.28424 -3.18209
H 1.85422 -2.25163 1.05675
H -1.38079 1.19249 3.59837
C 0.72629 0.85059 4.29058
O -4.77704 4.13041 0.77679
H -2.26567 2.54769 0.80426
H 0.35443 4.14321 -1.37879
H 5.84819 -1.92380 0.06087
H 2.94493 0.47154 -0.30139
C -2.97732 2.80877 1.58441
H 0.62879 -1.79448 2.23740
O -0.64429 1.85211 -0.59544
H -2.21645 5.33387 2.32361

Output
**E_HOMO**: -9.1 eV
**Gap between HOMO and LUMO**: 0.3524 Eh

Mulliken atomic charge list, values in e, 2 entries: -0.4047 0.3182

Short version: one is the least stable of them.